54
Properties=species:S:1:pos:R:3:forces:R:3:lowdin_charge:R:1 method="wB97M-V/def2-TZVPD" orbital_gap_ev=5.666 fmax_ev_per_a=5.269 lumo_ev=0.46 energy_ev=-1933987.3609 charge=-1 e_homo_ev=-5.2
O 11.1893 -4.2430 1.8208 -2.499 0.092 1.017 -0.072
C 10.1757 -4.4672 2.5540 2.921 -2.996 1.770 -0.670
O 10.2080 -5.4543 3.5288 -1.281 3.874 -3.333 -0.301
B 8.8286 -3.6035 2.2894 0.216 0.455 0.178 -0.930
I 8.7272 -1.4841 1.7786 0.420 -0.622 0.123 0.738
P 7.1509 -4.5775 2.4164 -0.950 -1.658 -0.768 0.400
O 6.3134 -4.4651 0.8982 1.143 0.159 0.951 -0.442
I 5.8864 -3.3758 4.1644 0.254 -0.097 -0.284 0.363
H 6.4450 -5.3626 0.5158 -0.302 0.679 0.478 -0.024
C 3.6164 0.2116 2.9712 0.298 0.039 0.107 -1.582
Br 2.6014 -1.3836 3.3986 0.073 0.233 -0.149 0.505
Br 5.4570 -0.1998 2.5245 -0.548 0.311 -0.121 0.456
Br 2.7524 1.2591 1.5863 0.075 -0.062 0.191 0.542
H 3.6363 0.8259 3.8684 -0.103 -0.124 -0.205 -0.034
C 0.4309 0.6858 -1.4603 0.179 -0.059 0.089 -1.599
Br 0.0100 2.5419 -1.0937 0.216 -0.574 -0.087 0.496
Br -0.2007 -0.4859 -0.0532 -0.018 0.185 -0.308 0.546
Br -0.2191 0.1373 -3.2029 0.036 0.103 0.293 0.544
H 1.5152 0.6008 -1.4819 -0.231 -0.021 0.012 -0.034
C 7.1196 -8.7662 2.5399 0.651 -0.030 0.168 -1.594
Br 6.1731 -8.2466 0.9247 -0.008 -0.046 0.119 0.543
Br 8.5788 -7.5550 2.9428 -0.171 -0.358 0.029 0.662
Br 5.9111 -8.9686 4.0450 0.066 0.041 -0.229 0.525
H 7.5553 -9.7442 2.3499 -0.300 0.151 -0.025 -0.039
C -4.1458 -2.0399 -3.8583 0.023 -0.161 0.053 -1.593
Br -3.7635 -0.4653 -4.9227 -0.071 -0.184 0.175 0.569
Br -2.5867 -3.1741 -3.6649 -0.288 0.264 -0.022 0.570
Br -4.9170 -1.5739 -2.1420 0.273 -0.014 -0.293 0.568
H -4.8937 -2.6154 -4.3981 0.155 0.135 0.114 -0.025
C -3.0010 5.3199 -0.7340 -0.112 -0.114 0.110 -1.619
Br -1.0790 5.5739 -0.6491 -0.360 0.225 0.028 0.543
Br -3.4678 3.4876 -1.1569 -0.039 0.403 0.074 0.533
Br -3.8808 5.9326 0.8815 0.263 -0.132 -0.206 0.553
H -3.3682 5.9352 -1.5563 0.274 -0.289 0.575 -0.177
C -8.0878 5.5695 -0.7071 -0.045 -0.094 0.123 -1.572
Br -9.6119 5.2328 -1.8561 0.326 0.041 0.176 0.569
Br -7.2625 3.9261 -0.0934 -0.173 0.375 -0.112 0.532
Br -6.7959 6.7421 -1.5511 -0.418 -0.110 0.209 0.536
H -8.4612 6.0852 0.1743 0.105 -0.085 -0.214 -0.024
C -2.8522 6.4256 -4.8702 0.202 -0.014 -0.035 -1.575
Br -3.1211 5.0910 -6.2489 -0.011 0.273 0.285 0.579
Br -2.5465 8.1865 -5.6203 -0.102 -0.317 0.132 0.574
Br -4.3055 6.4330 -3.5852 0.038 0.085 -0.941 0.594
H -1.9499 6.1483 -4.3295 -0.195 0.053 -0.109 -0.025
C -7.5740 0.3816 -4.0893 0.099 0.034 0.007 -1.624
Br -7.3816 1.9582 -2.9787 -0.061 -0.389 -0.219 0.529
Br -8.4809 -1.0525 -3.1519 0.005 0.288 -0.202 0.541
Br -8.4298 0.7912 -5.7801 0.119 -0.073 0.295 0.561
H -6.5705 0.0284 -4.3175 -0.206 0.090 0.052 -0.106
C -0.2178 -0.5530 6.2553 0.069 -0.052 -0.117 -1.624
Br -1.1299 -0.0206 4.6293 0.175 -0.045 0.325 0.545
Br 1.2634 0.6266 6.6721 -0.314 -0.168 -0.063 0.550
Br -1.4451 -0.7201 7.7469 0.200 0.071 -0.244 0.551
H 0.2021 -1.5401 6.0764 -0.069 0.231 0.032 -0.032